Entry 1:
Density functional theory data (the ωB97M-V functional and the def2-TZVPD basis) for the molecule C4H8S3 at a distorted geometry.

```
! RIJCOSX wB97M-V def2-TZVPD def2/J DEFGRID3
* xyz 0 1
C -2.412 -0.133 -0.087
C 0.470 2.451 -0.190
C 1.240 -1.950 0.125
C 0.165 -0.914 0.124
S -3.992 0.236 0.009
S -1.386 1.809 -0.059
S -1.523 -1.528 -0.234
H 0.645 3.213 0.501
H 0.645 2.746 -1.177
H 1.112 1.587 0.017
H 0.957 -2.805 0.822
H 1.448 -2.623 -0.756
H 2.215 -1.568 0.438
H 0.308 -0.148 -0.576
H 0.109 -0.373 1.044
*
```

## Properties
E_HOMO: -8.63 eV
Kohn-Sham gap: 8.11 eV
SMILES: CCSC(=S)SC



Entry 2:
Density functional theory data (the ωB97M-V functional and the def2-TZVPD basis) for a structure of composition C26H28Cl3N5O7V at a distorted geometry.

```
! RIJCOSX wB97M-V def2-TZVPD def2/J DEFGRID3
* xyz -2 4
V 0.458 0.806 -0.514
Cl 6.545 3.070 -2.490
C 4.917 2.993 -1.850
C 4.360 1.741 -1.599
C 3.073 1.647 -1.106
N 2.384 0.479 -0.763
C 2.942 -0.555 -0.095
O 4.087 -0.987 -0.187
C 1.920 -1.111 0.958
C 2.662 -1.412 2.236
C 2.144 -1.071 3.422
C 0.919 -0.298 3.511
C 0.415 0.211 2.358
N 0.890 -0.051 1.120
C 2.333 2.830 -0.790
C 2.911 4.069 -1.043
C 4.192 4.139 -1.585
Cl 4.866 5.724 -1.905
N 1.062 2.588 -0.262
C 0.137 3.582 0.078
O 0.426 4.742 0.400
C -1.227 3.097 -0.060
C -2.318 3.984 -0.099
C -3.541 3.558 -0.533
C -3.676 2.197 -0.977
C -2.583 1.374 -0.888
N -1.384 1.744 -0.405
H 4.925 0.840 -1.787
H 3.628 -1.890 2.134
H 2.681 -1.315 4.335
H 0.494 -0.022 4.466
H -0.384 0.944 2.392
H 2.369 4.967 -0.792
H -2.133 5.012 0.188
H -4.382 4.241 -0.579
H -4.597 1.823 -1.405
H -2.659 0.345 -1.225
O 0.708 -0.540 -4.017
Cl -0.286 0.079 -3.195
O -1.546 0.153 -3.875
O 0.146 1.408 -2.771
O -0.449 -0.703 -1.942
C -5.460 -0.947 0.730
N -4.085 -1.383 0.595
C -3.729 -2.437 -0.343
C -3.037 -0.744 1.202
C -3.355 0.445 2.077
O -1.900 -1.135 1.027
H -6.110 -1.693 0.276
H -5.643 0.013 0.236
H -5.746 -0.851 1.779
H -4.630 -2.787 -0.844
H -3.250 -3.272 0.173
H -3.015 -2.071 -1.083
H -3.598 0.101 3.087
H -4.181 1.039 1.689
H -2.468 1.071 2.120
C 1.491 -4.076 -1.415
C 2.121 -3.491 -0.151
C 2.391 -4.599 0.868
C 1.216 -2.392 0.430
H 2.139 -4.835 -1.867
H 1.310 -3.293 -2.155
H 0.529 -4.544 -1.181
H 3.081 -3.051 -0.427
H 1.472 -5.157 1.078
H 2.755 -4.183 1.809
H 3.140 -5.304 0.493
H 0.630 -2.789 1.266
H 0.503 -2.065 -0.328
*
```

## Properties
E_HOMO (spin up / spin down): 0.21 / -1.48 eV
Kohn-Sham gap (spin up / spin down): 4.02 / 5.70 eV



Entry 3:
Density functional theory data (the ωB97M-V functional and the def2-TZVPD basis) for a structure of composition C17H3Cl5F5N3O4STc.

```
! RIJCOSX wB97M-V def2-TZVPD def2/J DEFGRID3
* xyz 0 2
Tc -0.760 0.024 0.142
Cl -6.184 -4.409 -0.829
C -4.685 -3.665 -0.450
C -4.544 -2.287 -0.565
Cl -5.851 -1.298 -1.073
C -3.323 -1.715 -0.259
Cl -3.110 0.015 -0.396
C -2.221 -2.448 0.173
O -1.073 -1.880 0.499
C -2.380 -3.836 0.277
Cl -1.032 -4.758 0.799
C -3.595 -4.435 -0.029
Cl -3.762 -6.137 0.110
F 4.511 5.115 0.584
C 3.410 4.424 0.323
C 2.890 3.563 1.271
F 3.496 3.436 2.451
C 1.740 2.843 0.999
F 1.269 2.067 1.964
C 1.082 2.951 -0.224
S -0.383 2.109 -0.698
C 1.628 3.839 -1.154
F 1.049 3.993 -2.342
C 2.773 4.567 -0.897
F 3.269 5.395 -1.811
N 3.412 -0.683 0.250
C 2.178 -0.611 -0.260
O 1.218 -0.362 0.542
C 1.965 -0.804 -1.653
C 3.023 -1.032 -2.560
N 3.923 -1.248 -3.246
C 0.615 -0.778 -1.984
N -0.548 -0.707 -2.014
H 4.188 -0.976 -0.319
H 3.523 -0.594 1.245
O -2.821 -0.760 2.556
C -1.976 0.054 2.810
O -1.091 0.553 1.953
H -1.822 0.476 3.812
*
```

## Properties
E_HOMO (spin up / spin down): -8.81 / -9.02 eV
Kohn-Sham gap (spin up / spin down): 5.54 / 6.82 eV



Entry 4:
Density functional theory data (the ωB97M-V functional and the def2-TZVPD basis) for a structure of composition C30H36F6N5OPTl.

```
! RIJCOSX wB97M-V def2-TZVPD def2/J DEFGRID3
* xyz -1 1
Tl 1.608 0.331 -0.706
C -1.577 -5.528 -0.604
C -1.379 -4.043 -0.766
C -1.894 -3.136 0.157
C -1.728 -1.777 -0.008
C -1.055 -1.234 -1.115
N -0.895 0.123 -1.330
C -1.968 0.938 -1.383
C -3.305 0.448 -1.287
C -4.421 1.252 -1.309
C -4.321 2.630 -1.463
C -5.523 3.539 -1.535
C -3.045 3.139 -1.638
C -1.898 2.354 -1.615
N -0.690 3.062 -1.905
C -0.403 4.322 -1.492
C 0.777 4.693 -2.094
C 1.129 3.581 -2.874
N 0.236 2.608 -2.757
C -0.498 -2.165 -2.010
C -0.659 -3.533 -1.833
N 0.224 -1.718 -3.154
C 0.079 -2.156 -4.423
C 0.997 -1.476 -5.193
C 1.664 -0.638 -4.285
N 1.187 -0.799 -3.063
H -2.493 -5.740 -0.051
H -1.640 -6.019 -1.577
H -0.744 -5.979 -0.057
H -2.434 -3.505 1.023
H -2.109 -1.086 0.734
H -3.435 -0.619 -1.180
H -5.403 0.797 -1.211
H -6.425 3.022 -1.207
H -5.384 4.423 -0.908
H -5.687 3.886 -2.559
H -2.938 4.197 -1.851
H -1.029 4.857 -0.800
H 1.307 5.623 -1.975
H 1.987 3.440 -3.511
H -0.187 -4.211 -2.535
H -0.666 -2.886 -4.690
H 1.160 -1.570 -6.253
H 2.460 0.065 -4.468
C 2.472 -4.182 1.028
C 2.764 -2.774 0.454
O 1.701 -1.987 0.377
C 3.866 -2.151 1.387
F 4.277 -0.931 0.984
F 4.994 -2.901 1.529
F 3.373 -1.990 2.638
C 3.435 -3.007 -0.946
F 3.828 -1.859 -1.534
F 4.535 -3.810 -0.927
F 2.564 -3.600 -1.789
H 2.048 -4.058 2.023
H 3.372 -4.795 1.078
H 1.729 -4.655 0.387
C 0.767 -0.634 4.662
C 0.096 0.661 4.205
P 0.477 1.027 2.421
C 2.189 1.753 2.563
C 2.599 2.655 3.726
C -0.651 2.482 2.163
C -0.725 3.627 3.170
H 0.481 -0.880 5.687
H 1.855 -0.552 4.618
H 0.480 -1.460 4.010
H 0.390 1.493 4.848
H -0.991 0.557 4.268
H 2.371 2.259 1.612
H 2.833 0.868 2.562
H 2.125 3.634 3.679
H 3.680 2.811 3.692
H 2.364 2.205 4.692
H -1.644 2.032 2.054
H -0.384 2.869 1.182
H -0.944 3.272 4.178
H -1.520 4.320 2.883
H 0.208 4.188 3.198
*
```

## Properties
E_HOMO: -3.70 eV
Kohn-Sham gap: 6.27 eV